14
Properties=species:S:1:pos:R:3 method="wB97M-V/def2-TZVPD" gap_ev=9.71 charge=0 homo_energy_ev=-9.76
I 3.18 -3.57 -1.16
Br -0.20 -3.49 -0.83
S 1.40 -1.02 -0.26
O 1.76 -1.43 1.10
O 2.23 -0.13 -1.04
C -0.19 -0.10 -0.26
C -0.17 0.88 0.98
C 1.30 -2.67 -1.45
H -0.15 0.38 -1.27
H -0.93 -0.87 -0.13
H 1.26 -2.42 -2.51
H -1.13 1.46 1.28
H 0.26 0.29 1.83
H 0.63 1.58 0.96


57
Properties=species:S:1:pos:R:3 method="wB97M-V/def2-TZVPD" relative_energy_ev=0.740 smiles="CC(=O)N1c2ccc(S(=O)(=O)NCCC(=O)N(C)Cc3ccccc3)cc2C[C@H]1C" gap_ev=9.18 charge=0 homo_energy_ev=-8.53
S -0.37 -2.43 -1.27
O -0.27 -3.20 -2.48
O -1.54 -1.60 -1.12
O 6.11 -0.20 -1.45
O -1.17 -0.44 1.75
N -0.24 -3.55 -0.03
N 4.46 0.79 -0.26
N -3.34 -0.63 1.20
C -5.40 2.91 -1.30
C 1.10 -1.46 -1.03
C 1.02 -0.23 -0.40
C -4.85 2.47 -2.50
C -3.52 0.81 1.23
C -2.12 -1.14 1.46
C -0.56 -3.11 1.31
C -3.44 0.94 -1.28
C 4.28 1.37 2.11
C -4.48 -1.41 0.80
C 3.95 1.79 0.68
C 5.74 0.71 -0.74
C 2.20 0.45 -0.18
C -3.87 1.48 -2.48
C -3.99 1.38 -0.08
C 2.30 -1.99 -1.46
C -2.01 -2.66 1.49
C 3.42 -0.08 -0.60
C 3.49 -1.31 -1.25
C 6.65 1.86 -0.38
C -4.97 2.37 -0.10
C 2.43 1.78 0.46
H -2.39 -2.99 2.47
H 6.28 2.79 -0.80
H 2.29 -2.95 -1.96
H -3.44 1.13 -3.41
H 2.11 2.58 -0.21
H 3.94 2.13 2.81
H 7.63 1.65 -0.81
H 5.35 1.24 2.25
H -2.63 -3.11 0.72
H 0.10 -2.27 1.54
H -0.70 -4.40 -0.31
H -6.16 3.68 -1.31
H 4.38 2.77 0.46
H 3.79 0.43 2.34
H -4.70 -2.19 1.53
H -4.30 -1.88 -0.18
H -4.23 1.07 2.02
H 4.43 -1.70 -1.59
H -5.18 2.89 -3.43
H -2.69 0.17 -1.27
H -5.40 2.71 0.82
H -2.54 1.24 1.49
H -0.31 -3.93 1.99
H 1.88 1.89 1.40
H 0.07 0.15 -0.07
H -5.34 -0.76 0.71
H 6.75 1.97 0.70


15
Properties=species:S:1:pos:R:3 method="wB97M-V/def2-TZVPD" gap_ev="2.06 / 2.11" charge=+3 homo_energy_ev="-17.92 / -17.96"
La -3.25 1.62 4.65
O -1.66 0.90 2.44
O -0.52 0.00 -3.40
C -0.16 0.38 0.71
C -0.62 0.32 2.05
C 1.06 -0.17 0.40
C 1.43 -0.63 -0.96
H -0.01 -0.24 2.78
H -0.73 0.95 -0.02
H 1.74 0.45 -1.26
H 2.40 -1.15 -0.94
H 0.74 -1.42 -1.28
H -1.08 0.41 -2.73
H -0.97 -0.81 -3.64
H 1.64 -0.61 1.21


48
Properties=species:S:1:pos:R:3 method="wB97M-V/def2-TZVPD" relative_energy_ev=0.000 gap_ev=8.26 charge=+1 homo_energy_ev=-13.36
Cl -0.35 -3.34 5.00
F -3.57 -4.06 -0.62
F 6.39 0.78 -1.37
F -3.03 -2.56 -2.09
F 7.16 1.39 -3.30
F -2.42 -2.33 -0.03
F 7.92 2.32 -1.50
O 5.20 3.11 -0.99
O -4.82 -1.34 0.51
O -5.59 -2.17 -1.45
O 5.48 3.50 -3.19
N -0.52 1.15 0.96
N 0.50 1.92 1.31
C 6.83 1.83 -2.09
C -6.85 -0.08 -1.69
C 5.75 2.92 -2.19
C -0.08 -3.01 2.33
C 0.69 -0.88 1.21
C 1.78 -0.11 1.58
C 4.19 4.12 -0.92
C -6.89 -1.54 -1.27
C 0.26 -2.36 3.67
C -4.71 -1.98 -0.50
C 1.60 1.28 1.61
C 2.85 3.59 -1.39
C -3.42 -2.75 -0.84
C -0.48 -0.17 0.91
C 0.72 -2.38 1.16
H 4.49 5.00 -1.49
H -1.38 1.63 0.74
H 2.72 -0.56 1.84
H -7.56 -2.11 -1.90
H -6.18 0.49 -1.04
H -0.21 -1.39 3.78
H 1.34 -2.25 3.76
H 2.57 2.70 -0.82
H 0.14 -4.07 2.39
H -1.13 -2.86 2.12
H -7.21 -1.66 -0.24
H 4.14 4.41 0.13
H 2.07 4.34 -1.25
H -1.39 -0.67 0.61
H 0.28 -2.71 0.22
H 2.42 1.91 1.91
H 2.88 3.32 -2.44
H -7.85 0.34 -1.62
H 1.75 -2.72 1.19
H -6.50 0.01 -2.71


| no. | M (g/mol) |
| --- | --- |
| 1 | 312.95 |
| 2 | 429.54 |
| 3 | 227.01 |
| 4 | 441.78 |